Density functional theory data (wB97M-V/def2-TZVPD) for CH3I2O2P as an isolated structure in a non-equilibrium geometry.

Computed properties:
Energy above the lowest of the compared OMol25 structures with the same formula, charge and spin (kcal/mol): 25.41
E_LUMO (eV): -0.89
Strongest force on any atom (eV/A): 3.881
Molecular weight (g mol⁻¹): 331.81
Highest occupied orbital energy (eV): -9.527

```
! RIJCOSX wB97M-V def2-TZVPD def2/J DEFGRID3
* xyz 0 1
C -1.07891 -0.78703 -0.42021
O 0.87719 1.04011 -1.40235
O 0.09503 1.24328 1.08443
P 0.43007 0.25979 -0.27562
I 1.59749 2.03737 2.02701
I 2.07652 -1.25781 0.65312
H -1.50399 -0.20477 -1.30263
H -0.65195 -1.75427 -0.68672
H -1.84145 -0.57667 0.32298
*
```


Density functional theory data (wB97M-V/def2-TZVPD) for CH3I2P as an isolated structure in a non-equilibrium geometry.

Computed properties:
Energy above the lowest of the compared OMol25 structures with the same formula, charge and spin (kcal/mol): 86.49
E_LUMO (eV): -0.45
Strongest force on any atom (eV/A): 5.065
Molecular weight (g mol⁻¹): 299.82
Highest occupied orbital energy (eV): -9.311

```
! RIJCOSX wB97M-V def2-TZVPD def2/J DEFGRID3
* xyz 0 1
C -0.43720 0.07727 0.41230
P 1.00642 -0.78051 -0.36795
I -2.10481 -1.20878 0.12299
I -0.65709 2.11584 0.06043
H -0.26873 -0.02530 1.92696
H 1.98200 0.37851 -0.36928
H 0.47942 -0.55702 -1.78546
*
```


Density functional theory data (wB97M-V/def2-TZVPD) for CH3I3Si as an isolated structure in a non-equilibrium geometry.

Computed properties:
Energy above the lowest of the compared OMol25 structures with the same formula, charge and spin (kcal/mol): 92.58
E_LUMO (alpha / beta) (eV): -0.64 / -2.80
Strongest force on any atom (eV/A): 3.336
Molecular weight (g mol⁻¹): 423.83
Highest occupied orbital energy (alpha / beta) (eV): -7.492 / -9.088

```
! RIJCOSX wB97M-V def2-TZVPD def2/J DEFGRID3
* xyz 0 3
C 0.27031 0.78307 -0.80142
Si -1.21704 -0.10477 0.00997
I 0.42960 2.76926 0.00008
I 2.99183 -1.60720 1.22089
I 1.90271 -0.39979 -1.06581
H -2.59040 0.31539 -0.22309
H -0.76420 -1.56084 -0.58320
H -1.02280 -0.19513 1.44257
*
```


no.,energy (eV)
1,-30671.392
2,-26573.056
3,-33261.142